(1)
2 unconnected molecules or ions with the total composition C7H13N3O. Source: OMol25; level of theory: ωB97M-V/def2-TZVPD.

Relative energy (zero: lowest compared OMol25 entry of this formula, charge and spin) = 6.3 kJ/mol
SMILES string = Cc1c[nH]cn1.CNC(C)=O

Element x y z (Å)
O -0.91841 -2.25029 0.37745
C -0.52822 -3.17030 -0.33530
N 0.31878 -2.95301 -1.37950
C -0.94068 -4.61260 -0.13038
C 0.79294 -1.61813 -1.68850
H 0.62141 -3.74613 -1.95038
H -0.06306 -5.25044 0.06850
H -1.62153 -4.67106 0.73543
H -1.46589 -5.00363 -1.01799
H 1.46218 -1.66782 -2.56386
H 1.35454 -1.19238 -0.84000
H -0.04828 -0.94559 -1.92651
N -0.86639 3.63136 0.14964
C -1.32568 2.40417 -0.03596
C 0.45022 2.16508 1.25158
C 0.24477 3.49727 0.95346
N -0.55867 1.48471 0.61345
C 1.04422 4.68208 1.38528
H -2.20018 2.12756 -0.62489
H 1.20832 1.65702 1.84762
H -0.70762 0.47266 0.62348
H 1.88852 4.36563 2.02060
H 0.41319 5.38009 1.96077
H 1.44546 5.21374 0.50610

Atomic forces in eV per Å
0.195 -0.323 -0.333
0.048 0.317 0.008
0.039 -0.552 -0.173
-0.293 -0.302 0.310
0.224 0.286 -0.227
-0.254 0.664 0.477
-0.304 0.252 -0.126
0.350 0.066 -0.437
0.242 0.157 0.297
-0.314 0.010 0.406
-0.243 -0.137 -0.313
0.325 -0.236 0.123
-0.138 -0.716 -0.027
0.294 0.325 0.167
0.130 0.418 0.029
-0.013 -0.601 0.055
-0.322 -0.523 -0.197
0.159 0.117 0.101
0.353 0.121 0.247
-0.355 0.246 -0.266
0.071 0.571 -0.004
-0.321 0.167 -0.245
0.282 -0.201 -0.247
-0.158 -0.127 0.371


(2)
9 unconnected molecules or ions with the total composition C3H24N6O9 at a distorted geometry. Source: OMol25; level of theory: ωB97M-V/def2-TZVPD.

Relative energy (zero: lowest compared OMol25 entry of this formula, charge and spin) = 272.7 kJ/mol
SMILES string = NC(N)=O.NC(N)=O.NC(N)=O.O.O.O.O.O.O

Element x y z (Å)
O -23.31489 4.62891 -1.68867
H -23.04790 3.71012 -1.71643
H -23.47172 4.80531 -0.76104
O -21.85949 8.34486 -4.28546
H -22.28498 8.67357 -5.07738
H -22.50369 7.75484 -3.89417
O -30.47936 3.68648 -4.22070
H -30.19327 3.24589 -5.02087
H -30.23808 4.60338 -4.35220
O -26.32268 7.21342 -2.88741
H -25.88159 6.36463 -2.85226
H -26.92241 7.14165 -3.62998
O -29.24758 7.33537 -5.39473
H -28.90281 7.64413 -6.23260
H -30.11765 7.72964 -5.33330
O -24.79579 10.64226 -1.47482
H -24.98793 9.77055 -1.82042
H -23.87615 10.79043 -1.69514
C -27.71075 -0.18482 -3.39708
O -26.98679 -1.14824 -3.40421
N -27.36904 0.95770 -2.89474
N -28.96379 -0.24777 -3.84802
H -27.97928 1.75824 -2.97746
H -26.38724 0.98339 -2.65915
H -29.29694 -1.09251 -4.29020
H -29.66504 0.45320 -3.65576
C -28.37661 6.94437 3.63046
O -27.41932 6.44479 4.15089
N -28.68414 7.04943 2.35243
N -29.35929 7.53110 4.26449
H -28.52150 6.34966 1.64253
H -29.41740 7.74361 2.32920
H -30.17163 7.88235 3.77784
H -29.18773 7.78768 5.22617
C -29.75931 12.40896 -0.97513
O -30.93361 12.67799 -0.82415
N -29.22531 11.31044 -1.48940
N -28.78889 13.20476 -0.58262
H -28.22628 11.16567 -1.45647
H -29.83797 10.73751 -2.05199
H -27.83365 12.89609 -0.69377
H -28.99396 14.16698 -0.35420

Atomic forces in eV per Å
-0.143 0.186 -0.240
0.109 -0.235 -0.056
-0.025 0.099 0.274
0.182 0.116 0.088
-0.066 0.103 -0.217
-0.138 -0.229 0.159
-0.033 -0.241 0.255
0.036 -0.103 -0.262
0.095 0.325 -0.030
0.106 0.259 0.139
0.212 -0.263 0.097
-0.297 0.052 -0.231
0.163 -0.244 0.230
0.121 0.058 -0.247
-0.248 0.127 0.071
-0.239 0.215 0.102
-0.114 -0.343 -0.097
0.248 0.073 -0.040
-0.870 -2.425 -0.426
1.337 -1.291 -0.314
1.319 3.184 1.367
-2.750 -0.148 -1.221
0.616 0.058 0.143
-0.326 0.654 0.173
0.318 0.139 0.315
0.293 -0.094 -0.025
1.075 -1.041 0.119
1.331 -0.875 0.532
-0.170 0.246 -3.514
-2.341 1.993 3.956
0.078 0.413 0.215
0.211 -0.666 -1.952
0.180 -0.087 0.773
-0.362 0.029 -0.147
-1.023 0.616 0.574
-0.778 -0.278 -0.554
-0.329 -2.795 -1.374
2.274 2.575 1.251
-0.452 -0.236 -0.400
0.449 -0.193 0.292
-0.177 0.651 0.071
0.126 -0.386 0.148


(3)
A molecular structure, C10H10AlCl2O4 at a distorted geometry. Source: OMol25; level of theory: ωB97M-V/def2-TZVPD.

Charge = -1

Element x y z (Å)
C -2.24811 -0.93454 -0.19781
C -1.61613 -1.12454 -1.45998
C -1.38351 0.16470 -2.02240
H -1.36197 -2.08315 -1.90686
C -1.83437 1.14651 -1.09113
C -2.37966 0.46072 0.02821
H -2.76674 0.92006 0.93488
H -2.51846 -1.71903 0.50434
H -0.94905 0.36362 -2.99771
H -1.77129 2.22471 -1.20908
Al -0.00649 -0.04661 -0.10686
Cl 0.16356 -2.04467 1.34885
C 2.32825 0.11827 0.16113
C 1.95856 1.35248 -0.44382
C 1.47677 1.06910 -1.75055
H 1.98351 2.32764 0.03897
C 1.56485 -0.33367 -1.96274
C 2.10227 -0.92556 -0.78566
H 2.25970 -1.98792 -0.61255
H 2.68526 -0.01378 1.17898
H 1.07512 1.80193 -2.44543
H 1.24975 -0.87851 -2.84941
O -1.11822 -0.76668 4.01729
Cl -0.00080 0.00744 3.68875
O -0.11458 1.35742 4.00744
O 1.23115 -0.56813 4.01657
O -0.00938 0.11220 1.91655

Atomic forces in eV per Å
-0.219 0.393 -0.125
-0.279 0.466 0.134
-0.206 -0.201 0.192
-0.001 0.309 0.161
0.487 -0.167 0.070
0.127 -0.547 0.161
0.191 -0.148 -0.263
0.227 0.299 -0.221
-0.017 -0.040 0.348
-0.003 -0.257 -0.018
0.278 -1.450 1.799
0.265 -3.828 -2.237
0.062 -0.243 -0.286
-0.627 -0.289 0.180
0.061 -0.119 -0.015
0.004 -0.280 -0.162
0.357 0.126 0.293
-0.006 0.541 -0.051
-0.146 0.410 0.000
-0.210 0.010 -0.306
0.069 -0.200 0.171
0.046 0.192 0.237
-0.815 -0.658 0.766
-0.122 0.501 -7.553
-0.158 1.937 1.662
0.922 -0.506 0.720
-0.289 3.750 4.346


| no. | total energy (eV) |
| --- | --- |
| 1 | -13988.29764 |
| 2 | -30869.71365 |
| 3 | -50357.14612 |